1.
{
  "formula": "C20H26LuN2O2Si",
  "method": "the ωB97M-V functional and the def2-TZVPD basis",
  "symbols": ["H", "H", "N", "H", "H", "H", "C", "Si", "C", "C", "C", "C", "H", "C", "C", "H", "C", "H", "H", "C", "H", "H", "H", "O", "C", "H", "H", "H", "H", "H", "C", "H", "C", "C", "N", "C", "H", "C", "H", "C", "H", "H", "C", "H", "C", "H", "C", "O", "Lu", "H", "C", "H"],
  "xyz": [[0.453, 1.348, 3.985], [1.180, -1.659, 4.995], [1.437, -1.027, 2.940], [-2.697, 1.830, 0.996], [-1.026, -2.207, 0.133], [0.524, 0.753, -0.800], [-1.426, 1.289, 2.759], [-0.194, -0.245, -1.632], [-1.707, 1.801, 1.459], [3.645, 0.350, -3.094], [-0.487, 2.298, 0.898], [-0.648, -2.189, 6.290], [0.076, -3.024, 6.203], [-1.724, 2.432, -4.372], [4.169, -0.911, -3.410], [-4.425, 2.190, -2.296], [-2.758, 0.797, -2.382], [-1.320, 0.260, -0.446], [3.815, -3.039, -3.323], [-0.015, 1.450, 2.999], [4.244, 1.252, -3.231], [2.043, -1.796, 2.622], [1.394, -2.802, -2.906], [-1.206, -1.478, 2.828], [-0.524, -2.065, -0.839], [-1.258, 3.077, -5.122], [-0.094, 0.944, -4.469], [-3.153, 0.195, -1.567], [1.954, 1.459, -2.341], [1.614, 2.360, 1.722], [0.562, 2.066, 1.835], [-2.166, 0.956, 3.501], [-1.030, 1.261, -3.988], [-3.472, 1.937, -2.790], [0.686, -1.476, 4.115], [1.503, -0.638, -2.490], [2.097, -0.277, 3.207], [2.019, -1.900, -2.843], [5.198, -0.988, -3.803], [3.374, -2.053, -3.190], [-3.533, 3.612, -4.174], [-1.134, -2.553, -1.649], [-0.635, -1.647, 3.968], [-0.175, -1.248, 6.638], [2.338, 0.471, -2.597], [-0.401, 2.801, -0.076], [-2.961, 2.766, -3.793], [-1.344, -1.982, 5.007], [-0.342, -0.274, 1.300], [0.479, -2.553, -0.854], [-1.462, 0.547, -2.858], [-1.486, -2.472, 6.934]],
  "total_energy_ha": -2562.44333,
  "orbital_gap_ev": 7.2,
  "multiplicity": 1,
  "total_charge": 1,
  "homo_ev": -10.5
}

---

2.
{
  "formula": "C20H26N2O2SiY",
  "method": "the ωB97M-V functional and the def2-TZVPD basis",
  "symbols": ["H", "C", "H", "C", "C", "N", "H", "H", "O", "H", "C", "C", "C", "H", "C", "H", "H", "H", "C", "H", "C", "H", "C", "H", "C", "H", "H", "H", "C", "H", "C", "C", "H", "H", "C", "Si", "Y", "C", "H", "H", "C", "H", "H", "H", "C", "N", "H", "H", "C", "C", "O", "H"],
  "xyz": [[-1.658, -2.165, 4.575], [3.476, -1.753, -2.808], [2.162, -0.486, 5.650], [-2.583, 0.840, -1.551], [0.350, 1.882, 2.905], [-1.619, -1.225, 2.619], [-1.795, 1.552, 3.477], [2.196, -2.042, 6.563], [0.974, -0.943, 3.254], [-2.410, -0.595, 2.808], [0.937, 2.277, 1.664], [-0.097, 2.319, 0.683], [-1.324, 1.953, 1.314], [1.508, 1.328, -1.476], [-3.026, 2.537, -3.225], [-3.682, 3.305, -3.641], [4.033, -2.615, -3.176], [0.040, 1.107, -3.723], [-1.363, 0.533, -2.175], [1.707, -2.908, -2.335], [1.416, -0.789, -1.947], [-0.396, -1.856, -3.105], [-1.051, 1.682, 2.689], [-1.867, -2.610, -3.316], [-3.406, 1.844, -2.070], [-0.677, -3.372, -2.126], [-4.347, 2.085, -1.570], [-2.037, -2.022, 2.127], [2.161, -1.910, -2.357], [0.004, 2.667, -0.347], [0.215, -1.489, 4.118], [2.051, 0.460, -1.861], [-2.311, 1.997, 0.854], [2.699, -1.994, 4.831], [4.085, -0.490, -2.786], [-0.395, -0.944, -1.639], [0.138, -0.038, 1.395], [-1.791, 2.266, -3.818], [-2.890, 0.289, -0.651], [-0.630, -1.311, -0.177], [-1.171, -2.461, -2.477], [1.979, 2.572, 1.522], [0.840, 1.888, 3.878], [3.854, 1.582, -2.205], [3.378, 0.604, -2.277], [-1.090, -1.688, 3.879], [-1.478, 2.818, -4.703], [5.109, -0.366, -3.142], [-0.943, 1.290, -3.279], [2.031, -1.575, 5.593], [0.634, -1.901, 5.292], [-1.939, -2.126, -1.724]],
  "total_energy_ha": -1365.13440,
  "orbital_gap_ev": [4.8, 4.3],
  "multiplicity": 1,
  "total_charge": 1,
  "homo_ev": [-7.5, -7.0]
}

---

3.
{
  "formula": "C20H26N2O4",
  "method": "the ωB97M-V functional and the def2-TZVPD basis",
  "symbols": ["N", "H", "C", "H", "H", "H", "H", "H", "H", "H", "H", "H", "C", "C", "C", "H", "H", "C", "C", "C", "O", "H", "H", "H", "H", "H", "C", "C", "N", "C", "H", "O", "H", "H", "C", "C", "C", "O", "C", "H", "C", "C", "C", "C", "H", "C", "H", "O", "H", "H", "C", "H"],
  "xyz": [[-2.035, 1.691, 0.514], [1.463, 2.237, 0.215], [6.269, -0.321, 1.818], [-3.919, -2.609, 1.593], [4.351, 0.172, 2.658], [0.309, 0.201, -1.523], [6.781, -0.309, 2.767], [-3.482, -1.910, -2.226], [-5.408, -2.241, -1.007], [-2.107, -1.062, 2.334], [3.199, 1.419, -1.769], [0.133, 3.729, -1.132], [6.961, -0.621, 0.655], [2.242, -0.148, -0.657], [4.244, -0.061, 0.551], [2.136, -1.244, -0.720], [-1.662, -2.063, 0.161], [4.949, -0.326, -0.626], [-1.777, 0.894, 1.616], [-4.047, 0.397, -0.082], [4.340, -0.306, -1.854], [-3.459, 0.041, 2.552], [6.824, -0.834, -1.482], [-0.713, 2.301, -1.738], [-4.726, -3.711, -0.331], [-4.526, 0.126, -1.023], [-3.254, -2.391, -1.275], [4.916, -0.048, 1.767], [1.002, 1.942, -0.641], [-2.693, -0.284, 1.839], [-2.731, -3.320, -1.498], [2.895, 0.181, 0.554], [0.335, 0.119, 0.262], [-5.300, -1.559, 1.267], [6.306, -0.618, -0.561], [3.082, 0.331, -1.843], [-4.359, -1.929, 0.862], [-0.869, 1.150, 2.371], [-3.362, -0.800, 0.572], [-1.842, 3.706, 0.092], [-0.193, 2.717, -0.872], [-4.546, -2.647, -0.478], [-1.183, 2.859, 0.300], [-2.386, -1.473, -0.404], [2.600, 0.079, -2.789], [-3.092, 1.529, -0.366], [-0.638, 3.032, 1.230], [-3.242, 2.290, -1.293], [-1.837, -0.749, -1.003], [8.015, -0.849, 0.693], [0.858, 0.503, -0.627], [-4.824, 0.790, 0.581]],
  "smiles": "O=C1CC2(CCCC2)CC(=O)N1CCNC[C@H]1COc2ccccc2O1",
  "total_energy_ha": -1188.22259,
  "orbital_gap_ev": 8.8,
  "multiplicity": 1,
  "homo_ev": -8.2
}

---

4.
{
  "formula": "C20H26N2O4S",
  "method": "the ωB97M-V functional and the def2-TZVPD basis",
  "symbols": ["C", "H", "C", "C", "H", "H", "N", "H", "N", "O", "C", "H", "H", "H", "C", "H", "C", "H", "C", "H", "H", "H", "C", "H", "O", "H", "H", "C", "S", "C", "H", "H", "C", "H", "C", "C", "H", "C", "H", "H", "H", "C", "C", "H", "H", "O", "C", "C", "C", "H", "O", "H", "C"],
  "xyz": [[-3.654, -2.375, -2.361], [5.205, -0.283, -0.186], [2.159, 1.548, 2.999], [2.038, 0.623, 1.845], [2.413, 2.552, 2.660], [5.622, -1.952, -0.603], [3.074, 0.026, 1.290], [-3.317, -4.148, -1.124], [2.618, -0.737, 0.291], [-0.506, 0.521, -1.359], [-1.407, -1.618, -2.011], [5.034, -1.551, 1.019], [-4.006, 3.431, -0.822], [-0.633, -3.644, -1.680], [3.508, -1.577, -0.505], [-3.289, 1.330, 0.311], [-0.806, 4.249, -0.091], [-4.650, -2.385, -1.923], [4.938, -1.325, -0.039], [2.351, -1.415, -2.335], [4.063, -1.761, -2.580], [-3.054, -0.268, -2.541], [-3.001, 3.332, -0.440], [-0.105, 5.062, -0.201], [0.534, -1.351, -0.680], [-1.501, -2.917, -0.319], [-1.099, -1.670, -3.063], [-1.482, -3.019, -1.404], [-0.850, 0.559, 1.543], [-1.322, 2.048, 0.665], [2.087, -3.212, -0.568], [1.211, 1.581, 3.529], [3.355, -1.196, -1.980], [0.586, 2.960, 0.923], [-0.414, 3.079, 0.539], [0.852, 0.238, 1.183], [2.950, 1.207, 3.661], [-2.815, -3.587, -1.911], [3.233, -3.299, 0.773], [-2.399, 5.285, -1.071], [-2.651, -4.267, -2.747], [-2.612, 2.161, 0.189], [-2.861, -1.144, -1.926], [-3.069, -0.900, -0.884], [3.762, -3.689, -0.867], [-1.619, -0.560, 1.049], [3.120, -3.040, -0.278], [-0.468, -0.679, -1.316], [1.278, -0.642, 0.206], [3.550, -0.135, -2.117], [-0.954, 0.844, 2.952], [-3.767, -2.379, -3.446], [-2.097, 4.372, -0.579]],
  "smiles": "Cc1nn(C(C)(C)C)c(OC(=O)C2CCCC2)c1S(=O)(=O)c1ccccc1",
  "total_energy_ha": -1586.36692,
  "orbital_gap_ev": 10.0,
  "multiplicity": 1,
  "homo_ev": -9.3
}

---

5.
{
  "formula": "C20H26N4O5S",
  "method": "the ωB97M-V functional and the def2-TZVPD basis",
  "symbols": ["O", "C", "H", "H", "H", "H", "H", "H", "C", "H", "H", "O", "H", "S", "C", "O", "H", "H", "H", "H", "H", "C", "H", "C", "C", "H", "N", "O", "H", "H", "C", "C", "H", "C", "C", "H", "C", "H", "H", "C", "C", "H", "C", "C", "O", "C", "H", "C", "N", "N", "H", "C", "H", "N", "C", "C"],
  "xyz": [[1.768, -1.378, 2.653], [0.263, -3.100, 4.070], [2.520, -5.162, 0.906], [-3.205, 6.742, -1.244], [-1.464, 7.409, -3.678], [-1.961, -3.608, 2.853], [2.646, -0.095, 0.885], [4.162, -7.024, 1.172], [0.668, -1.613, 2.176], [-1.033, 2.983, -0.567], [-0.917, 2.829, -4.300], [0.674, -5.472, 3.932], [4.617, -5.963, -0.162], [-1.608, -0.816, -0.954], [0.114, -1.071, 0.965], [-1.399, 5.754, -1.460], [-3.166, 3.942, -1.394], [0.788, 2.635, -3.845], [4.252, -4.898, 3.412], [2.892, -6.029, 3.199], [0.150, 5.041, -3.816], [-0.196, 2.942, -3.483], [-3.252, 7.305, -3.609], [0.691, -0.129, 0.063], [-1.569, 4.837, -2.529], [5.462, -5.851, 1.383], [-0.195, -2.514, 2.825], [1.137, 0.644, -2.907], [0.517, 4.498, -2.171], [0.860, -2.354, 4.600], [0.212, 0.959, -2.180], [4.495, -6.021, 0.916], [-2.166, 1.727, -1.111], [3.483, -4.988, 1.393], [-2.216, 6.877, -1.704], [-2.896, 3.217, -2.983], [-0.175, 4.387, -3.007], [2.488, 0.717, -0.692], [2.585, -3.081, 3.201], [-2.401, 3.615, -2.098], [-0.132, 0.119, -0.996], [-1.728, 7.756, -1.286], [2.011, 0.532, 0.267], [3.292, -5.055, 2.909], [-2.285, 5.514, -3.550], [-2.320, 6.887, -3.230], [3.821, -3.985, 1.118], [1.118, -4.354, 3.784], [2.356, -4.055, 3.370], [-1.880, -2.435, 1.196], [-0.600, -3.394, 4.669], [-1.130, -1.531, 0.539], [1.878, 1.486, 0.780], [-0.543, 2.058, -2.387], [-1.387, -2.880, 2.298], [-1.531, 2.550, -1.445]],
  "smiles": "CCCNC(=O)Cn1cnc2sc(C(=O)N3CCC4(CC3)OCCO4)c(C)c2c1=O",
  "total_energy_ha": -1771.19758,
  "orbital_gap_ev": 8.7,
  "multiplicity": 1,
  "homo_ev": -8.5
}

---

> What is the formula in the first record?

C20H26LuN2O2Si